DFT (ωB97M-V with the def2-TZVPD basis set) results for the molecule C6H8N4 in a non-equilibrium geometry.

CARTESIAN COORDINATES (ANGSTROEM)
C (0.642, 2.608, 1.673)
C (-1.121, 1.699, -1.417)
C (0.420, -0.109, -0.347)
C (0.884, -1.756, 1.305)
C (-0.508, 1.103, -0.033)
C (0.211, 2.350, 0.369)
N (1.014, 2.586, 2.770)
N (-0.339, 2.876, -1.667)
N (0.241, 3.308, -0.581)
N (1.163, -0.635, 0.685)
H (-1.196, 1.005, -2.314)
H (-2.060, 2.107, -1.222)
H (-0.180, -0.933, -0.826)
H (0.940, 0.187, -1.256)
H (-0.063, -2.213, 1.236)
H (1.530, -2.218, 2.095)
H (-1.318, 0.802, 0.748)
H (2.196, -0.436, 0.688)

Output
- gap between HOMO and LUMO (alpha / beta) (eV) = 5.21 / 3.01
- multiplicity = 1
- M (g/mol) = 136.16


DFT (ωB97M-V with the def2-TZVPD basis set) results for the ion C6H8N4 with charge +2 in a non-equilibrium geometry.

CARTESIAN COORDINATES (ANGSTROEM)
C (2.492, -0.297, 0.307)
C (1.626, -1.169, -0.450)
N (0.459, -1.604, -0.217)
C (-0.659, -1.664, 0.368)
N (-1.787, -0.880, 0.259)
C (-2.084, 0.396, -0.229)
N (-1.317, 1.488, -0.177)
C (-0.129, 1.505, 0.572)
C (1.039, 1.605, -0.243)
N (2.126, 0.924, 0.138)
H (3.400, -0.606, 0.870)
H (1.841, -1.746, -1.361)
H (-0.907, -2.542, 0.828)
H (-2.666, -1.348, 0.599)
H (-2.989, 0.523, -0.694)
H (-1.598, 2.158, -0.875)
H (-0.054, 0.899, 1.385)
H (1.206, 2.355, -1.078)

Output
- structure (SMILES) = c1cnc[nH+]c[nH+]ccn1
- gap between HOMO and LUMO (alpha / beta) (eV) = 7.65 / 7.65
- charge = +2
- multiplicity = 1
- M (g/mol) = 136.16


DFT (ωB97M-V with the def2-TZVPD basis set) results for the molecule C6H8N4O2S in a non-equilibrium geometry.

CARTESIAN COORDINATES (ANGSTROEM)
C (1.236, -1.949, 0.147)
C (1.757, -0.733, -0.080)
C (-0.249, 0.124, -0.202)
C (-2.052, 1.419, -0.223)
C (-2.872, 0.299, 0.534)
C (-2.382, -1.089, 0.098)
N (-0.156, -2.136, 0.156)
N (-0.838, 1.326, -0.479)
N (-0.894, -1.007, 0.076)
N (2.731, 1.780, -0.332)
O (3.621, 0.210, 1.380)
O (4.258, -0.105, -0.989)
S (3.293, 0.228, -0.001)
H (1.693, -2.795, 0.442)
H (-2.423, 2.292, -0.599)
H (-2.619, 0.569, 1.569)
H (-3.960, 0.552, 0.288)
H (-2.697, -1.822, 0.869)
H (-2.701, -1.161, -1.002)
H (3.410, 2.190, -0.924)
H (1.845, 1.809, -0.727)

Output
- gap between HOMO and LUMO (alpha / beta) (eV) = 7.63 / 7.63
- multiplicity = 1
- M (g/mol) = 200.22


Relative energy (zero: lowest compared OMol25 entry of this formula, charge and spin) values (in eV) by entry order: 5.985, 1.512, 6.435.
Energy values (in Ha) by entry order: -452.24172, -451.63420, -1000.88681.